Molecular formula: C12H12INO
Method: DFT, ωB97M-V with the def2-TZVPD basis set

Atoms and positions in Å:
C  -4.668  -0.543  0.312
C  -4.328  -0.557  -1.018
C  -3.674  -0.540  1.295
C  -2.958  -0.422  -1.312
C  -2.346  -0.296  0.998
C  -1.884  -0.299  -0.358
C  2.161  0.324  -0.873
C  2.909  1.554  -0.361
C  3.592  1.057  0.868
C  3.557  -0.496  0.816
C  -0.436  -0.066  -0.569
C  2.438  -0.752  -0.110
N  1.341  0.469  -1.964
O  0.047  0.212  -1.724
I  1.699  -2.635  -0.437
H  -5.655  -0.803  0.748
H  -5.057  -0.266  -1.921
H  -3.898  -0.510  2.300
H  -2.666  -0.372  -2.401
H  -1.500  -0.229  1.703
H  3.532  1.830  -1.335
H  2.321  2.454  -0.220
H  4.562  1.413  1.011
H  3.042  1.325  1.773
H  4.561  -0.916  0.551
H  3.225  -1.006  1.825
H  0.087  0.073  0.402

Calculated values
* HOMO-LUMO gap (alpha / beta): 7.546 / 6.785 eV
* largest force on an atom: 3.671 eV/A
* HOMO energy (alpha / beta): -7.97 / -7.27 eV
* DFT total energy: -891.94443 hartree


Molecular formula: C7H14O
Method: DFT, ωB97M-V with the def2-TZVPD basis set

Atoms and positions in Å:
C  1.322  0.017  1.312
C  1.562  -0.243  -0.142
C  1.465  -1.673  -0.585
C  2.327  0.732  -0.938
O  1.010  0.718  -1.313
H  0.261  -0.148  1.527
H  1.915  -0.652  1.939
H  1.548  1.053  1.573
H  1.551  -1.739  -1.669
H  0.484  -2.072  -0.311
H  2.225  -2.280  -0.093
H  2.657  1.632  -0.416
H  3.078  0.306  -1.620
C  -2.064  1.461  1.004
C  -1.998  0.810  -0.146
C  -2.820  -0.393  -0.481
H  -2.751  1.170  1.786
H  -1.419  2.300  1.218
H  -1.265  1.100  -0.891
H  -3.490  -0.164  -1.311
H  -3.419  -0.718  0.369
H  -2.180  -1.218  -0.807

Calculated values
* HOMO-LUMO gap: 10.343 eV
* structure (SMILES): CC1(C)CO1.C=CC
* largest force on an atom: 2.296 eV/A
* HOMO energy: -9.40 eV
* DFT total energy: -350.27002 hartree


Molecular formula: C3H10O3
Method: DFT, ωB97M-V with the def2-TZVPD basis set

Atoms and positions in Å:
C  -1.683  -1.695  -0.608
C  -1.397  -0.422  -0.345
C  -0.809  0.597  -1.233
O  -2.082  0.243  0.737
H  -1.027  -2.233  -1.279
H  -2.609  -2.051  -0.156
H  -1.534  1.410  -1.255
H  0.098  1.007  -0.756
H  -0.342  0.226  -2.133
H  -2.381  -0.513  1.246
O  1.902  1.729  3.312
H  2.175  2.629  3.164
H  1.843  1.345  2.433
O  2.840  -0.807  -2.185
H  2.475  -1.495  -1.606
H  3.474  -0.380  -1.599

Calculated values
* HOMO-LUMO gap: 9.321 eV
* structure (SMILES): C=C(C)O.O.O
* largest force on an atom: 2.693 eV/A
* HOMO energy: -8.99 eV
* DFT total energy: -345.96617 hartree


Molecular formula: C20H43N2O3
Method: DFT, ωB97M-V with the def2-TZVPD basis set

Atoms and positions in Å:
C  2.386  -4.102  1.632
C  3.547  -3.113  1.664
N  3.106  -1.728  1.922
C  3.286  -0.777  0.831
C  2.391  -1.241  -0.334
C  2.062  -0.194  -1.403
N  2.178  1.196  -0.856
C  1.753  1.272  0.608
C  1.446  2.738  0.907
C  0.542  3.077  2.117
C  -0.016  1.904  2.930
C  -1.262  1.267  2.302
C  -1.585  -0.141  2.826
C  -1.425  -1.235  1.784
O  -2.556  -1.231  0.946
C  -2.377  -2.027  -0.205
C  2.908  0.629  1.354
H  2.731  -5.115  1.842
H  1.643  -3.828  2.381
H  1.894  -4.119  0.657
H  4.270  -3.401  2.428
H  4.093  -3.150  0.714
H  3.596  -1.384  2.740
H  4.331  -0.745  0.485
H  1.464  -1.611  0.106
H  2.852  -2.087  -0.841
H  2.704  -0.250  -2.280
H  1.030  -0.304  -1.732
H  3.150  1.508  -0.894
H  1.664  1.876  -1.431
H  0.854  0.659  0.679
H  2.410  3.249  1.005
H  0.999  3.106  -0.016
H  1.092  3.753  2.772
H  -0.314  3.651  1.752
H  0.748  1.138  3.096
H  -0.270  2.274  3.926
H  -2.111  1.932  2.480
H  -1.160  1.237  1.210
H  -2.618  -0.187  3.174
H  -0.960  -0.378  3.692
H  -0.531  -1.035  1.167
H  -1.281  -2.220  2.247
H  -3.324  -2.087  -0.732
H  -2.059  -3.044  0.058
H  -1.627  -1.591  -0.882
H  2.657  0.566  2.412
H  3.763  1.313  1.277
C  1.186  5.234  -4.045
C  1.272  4.856  -2.596
O  1.441  3.699  -2.251
C  1.139  5.965  -1.592
H  1.294  4.357  -4.677
H  0.228  5.719  -4.242
H  1.962  5.963  -4.283
H  0.180  6.469  -1.727
H  1.914  6.713  -1.766
H  1.216  5.584  -0.577
C  -5.746  -5.276  -2.829
C  -5.386  -3.851  -2.493
O  -4.241  -3.458  -2.528
C  -6.526  -2.940  -2.113
H  -4.852  -5.837  -3.087
H  -6.248  -5.744  -1.980
H  -6.450  -5.295  -3.663
H  -7.051  -3.342  -1.244
H  -7.252  -2.894  -2.927
H  -6.155  -1.943  -1.894

Calculated values
* net charge: +1
* HOMO-LUMO gap: 9.076 eV
* largest force on an atom: 0.370 eV/A
* HOMO energy: -11.30 eV
* DFT total energy: -1122.84590 hartree


Molecular formula: C48H55KN7O3S4Se
Method: DFT, ωB97M-V with the def2-TZVPD basis set

Atoms and positions in Å:
K  0.284  0.456  0.176
N  1.350  -1.909  -3.227
C  0.746  -1.064  -4.142
O  -0.431  -1.254  -4.461
C  1.589  0.104  -4.598
C  1.756  1.143  -3.488
H  0.698  -2.405  -2.636
H  2.115  -1.496  -2.712
H  1.087  0.521  -5.472
H  2.576  -0.280  -4.905
H  0.907  1.798  -3.281
H  2.267  0.818  -2.579
N  -0.248  -1.630  1.183
S  0.427  -2.688  1.893
N  1.933  -2.392  2.646
S  3.370  -2.746  2.277
N  4.049  -2.240  0.991
S  3.538  -0.755  0.338
N  2.271  -0.729  -0.359
C  3.884  0.336  1.741
C  5.205  0.692  2.006
C  5.505  1.411  3.151
C  4.489  1.765  4.032
C  3.177  1.410  3.761
C  2.862  0.690  2.617
C  4.932  -0.458  -0.745
C  4.848  0.715  -1.482
C  5.772  0.946  -2.487
C  6.765  0.010  -2.749
C  6.833  -1.169  -2.014
C  5.910  -1.412  -1.006
C  3.755  -4.487  2.257
C  4.252  -5.089  1.117
C  4.543  -6.447  1.143
C  4.346  -7.181  2.301
C  3.874  -6.559  3.447
C  3.586  -5.204  3.432
C  4.273  -2.252  3.730
C  5.655  -2.217  3.646
C  6.389  -1.929  4.786
C  5.740  -1.681  5.987
C  4.356  -1.718  6.055
C  3.610  -2.008  4.919
C  -0.388  -3.323  3.357
C  0.157  -4.326  4.156
C  -0.530  -4.738  5.285
C  -1.745  -4.136  5.611
C  -2.269  -3.129  4.813
C  -1.589  -2.717  3.672
C  0.764  -4.147  0.883
C  0.331  -5.435  1.177
C  0.580  -6.456  0.268
C  1.220  -6.185  -0.935
C  1.601  -4.884  -1.243
C  1.377  -3.861  -0.335
H  5.994  0.402  1.322
H  6.531  1.690  3.359
H  4.724  2.323  4.931
H  2.380  1.693  4.439
H  1.831  0.419  2.443
H  4.039  1.418  -1.306
H  5.694  1.846  -3.082
H  7.481  0.188  -3.543
H  7.596  -1.905  -2.234
H  5.938  -2.327  -0.430
H  4.391  -4.489  0.227
H  4.923  -6.931  0.253
H  4.564  -8.242  2.314
H  3.739  -7.127  4.360
H  3.253  -4.698  4.332
H  6.135  -2.412  2.693
H  7.470  -1.893  4.735
H  6.318  -1.453  6.875
H  3.852  -1.518  6.992
H  2.525  -2.035  4.933
H  1.100  -4.780  3.889
H  -0.120  -5.523  5.911
H  -2.281  -4.455  6.497
H  -3.208  -2.646  5.059
H  -1.975  -1.924  3.036
H  -0.208  -5.644  2.091
H  0.256  -7.465  0.495
H  1.399  -6.985  -1.643
H  2.060  -4.659  -2.200
H  1.644  -2.830  -0.566
C  0.280  4.599  0.078
C  0.031  3.407  0.975
N  -1.161  3.374  1.584
O  0.917  2.566  1.163
H  -0.633  4.926  -0.420
H  1.022  4.325  -0.670
H  0.671  5.419  0.684
H  -1.874  4.008  1.272
H  -1.487  2.546  2.093
Se  -4.806  -0.459  3.961
C  -3.425  0.480  3.288
N  -2.562  1.131  2.846
C  -3.309  1.786  -5.845
C  -2.347  1.113  -4.868
C  -2.534  1.647  -3.452
S  -1.517  0.733  -2.251
O  -1.263  1.712  -1.132
C  -2.811  -0.414  -1.620
C  -3.609  0.126  -0.435
C  -4.812  0.998  -0.791
H  -3.170  1.402  -6.858
H  -3.150  2.869  -5.870
H  -4.351  1.609  -5.556
H  -1.315  1.270  -5.179
H  -2.497  0.031  -4.875
H  -3.579  1.588  -3.142
H  -2.185  2.677  -3.353
H  -2.240  -1.296  -1.312
H  -3.428  -0.692  -2.480
H  -2.937  0.697  0.205
H  -3.942  -0.724  0.164
H  -4.501  1.988  -1.133
H  -5.441  1.138  0.091
H  -5.421  0.536  -1.575

Calculated values
* net charge: -1
* HOMO-LUMO gap: 3.037 eV
* largest force on an atom: 1.424 eV/A
* HOMO energy: -1.64 eV
* DFT total energy: -7064.94291 hartree


Molecular formula: C37H32AgBrFN7O5
Method: DFT, ωB97M-V with the def2-TZVPD basis set

Atoms and positions in Å:
Ag  0.527  1.786  1.842
O  3.868  1.130  8.257
C  3.775  2.229  7.685
O  4.214  3.357  7.964
C  2.985  2.171  6.331
C  2.618  0.954  5.781
C  1.905  0.950  4.589
N  1.571  2.071  3.957
C  1.891  3.248  4.490
C  2.609  3.333  5.680
C  1.431  4.443  3.727
C  1.715  5.742  4.144
C  1.268  6.806  3.379
C  0.559  6.554  2.215
C  0.314  5.231  1.875
N  0.728  4.210  2.615
C  1.366  -0.305  4.011
C  2.002  -1.532  4.182
C  1.401  -2.675  3.689
C  0.161  -2.565  3.075
C  -0.400  -1.304  2.949
N  0.196  -0.192  3.368
H  2.867  0.049  6.319
H  2.901  4.268  6.135
H  2.277  5.918  5.049
H  1.474  7.823  3.688
H  0.210  7.358  1.582
H  -0.218  4.974  0.965
H  2.956  -1.579  4.690
H  1.887  -3.637  3.789
H  -0.363  -3.439  2.708
H  -1.377  -1.166  2.501
C  -4.379  0.778  -4.188
C  -2.917  0.497  -4.529
N  -2.103  0.372  -3.327
C  -1.644  1.536  -2.748
C  -1.160  1.639  -1.498
C  -0.476  2.955  -1.085
O  -0.865  3.981  -1.654
O  0.469  2.805  -0.271
C  -1.225  0.495  -0.616
O  -1.084  0.528  0.602
C  -1.499  -0.777  -1.307
C  -1.320  -1.973  -0.622
C  -1.563  -3.175  -1.228
F  -1.427  -4.303  -0.480
C  -1.957  -3.254  -2.565
C  -2.128  -2.058  -3.253
C  -1.935  -0.812  -2.645
N  -2.116  -4.478  -3.276
C  -3.290  -4.669  -4.111
C  -2.823  -5.335  -5.426
N  -1.518  -5.998  -5.125
C  -1.628  -6.780  -3.856
C  -1.690  -5.749  -2.703
H  -4.968  0.894  -5.099
H  -4.456  1.697  -3.607
H  -4.801  -0.035  -3.596
H  -2.510  1.317  -5.119
H  -2.840  -0.403  -5.135
H  -1.674  2.419  -3.377
H  -0.978  -1.933  0.405
H  -2.351  -2.096  -4.310
H  -3.770  -3.722  -4.325
H  -4.033  -5.301  -3.608
H  -2.652  -4.603  -6.213
H  -3.524  -6.086  -5.782
H  -0.869  -5.231  -4.911
H  -1.171  -6.547  -5.908
H  -0.769  -7.437  -3.751
H  -2.524  -7.394  -3.916
H  -0.702  -5.627  -2.269
H  -2.358  -6.115  -1.918
Br  2.273  -0.801  0.209
C  2.936  0.959  -0.064
C  3.451  1.268  -1.310
C  3.913  2.560  -1.502
C  3.854  3.450  -0.444
C  3.339  3.017  0.763
N  2.873  1.782  0.964
H  3.480  0.520  -2.089
H  4.311  2.861  -2.463
H  4.195  4.469  -0.559
H  3.287  3.683  1.616

Calculated values
* HOMO-LUMO gap: 4.420 eV
* largest force on an atom: 0.755 eV/A
* HOMO energy: -6.48 eV
* DFT total energy: -5009.45993 hartree


Molecular formula: C13H19NO3
Method: DFT, ωB97M-V with the def2-TZVPD basis set

Atoms and positions in Å:
C  3.031  2.669  -0.485
C  3.652  1.614  0.416
O  2.600  0.843  0.960
C  2.989  -0.295  1.677
C  3.540  -1.450  0.817
C  2.795  -1.612  -0.514
N  1.364  -1.520  -0.372
C  0.658  -0.532  -0.980
O  1.145  0.200  -1.821
C  -0.766  -0.431  -0.560
C  -1.531  -1.529  -0.170
C  -2.848  -1.366  0.197
C  -3.436  -0.098  0.195
O  -4.738  -0.051  0.586
C  -5.397  1.193  0.587
C  -2.679  1.000  -0.201
C  -1.362  0.824  -0.582
H  3.806  3.258  -0.965
H  2.389  3.323  0.099
H  2.427  2.173  -1.241
H  4.233  2.077  1.232
H  4.335  0.983  -0.169
H  2.076  -0.619  2.186
H  3.735  -0.035  2.446
H  4.597  -1.290  0.598
H  3.460  -2.366  1.407
H  3.067  -2.575  -0.964
H  3.070  -0.814  -1.208
H  0.942  -2.021  0.392
H  -1.110  -2.524  -0.185
H  -3.454  -2.208  0.491
H  -4.923  1.898  1.277
H  -6.412  0.987  0.924
H  -5.430  1.630  -0.415
H  -3.104  1.991  -0.222
H  -0.769  1.668  -0.898

Calculated values
* HOMO-LUMO gap: 9.364 eV
* structure (SMILES): CCOCCCNC(=O)c1ccc(OC)cc1
* largest force on an atom: 0.504 eV/A
* HOMO energy: -8.56 eV
* DFT total energy: -787.23437 hartree


Molecular formula: C2H10NO2S
Method: DFT, ωB97M-V with the def2-TZVPD basis set

Atoms and positions in Å:
C  0.657  -0.646  0.879
C  0.297  0.848  0.765
S  0.591  1.425  -1.007
N  0.919  -1.367  -0.399
H  -0.280  -0.987  1.345
H  1.584  -0.876  1.439
H  0.983  1.361  1.394
H  -0.846  0.897  0.906
H  1.628  -1.018  -1.090
H  0.100  -1.462  -0.979
H  -0.776  -3.914  0.363
H  0.143  -4.946  1.098
O  -0.683  -4.798  0.745
H  -1.167  3.026  -0.439
H  -2.119  3.904  0.651
O  -1.925  3.494  -0.200

Calculated values
* net charge: -1
* HOMO-LUMO gap: 6.419 eV
* largest force on an atom: 4.748 eV/A
* HOMO energy: -2.72 eV
* DFT total energy: -685.61039 hartree


Molecular formula: C5H9NO
Method: DFT, ωB97M-V with the def2-TZVPD basis set

Atoms and positions in Å:
C  -0.122  1.488  -1.451
C  -0.475  0.073  -1.114
C  -1.709  -0.483  -0.966
N  -1.616  -1.615  -0.203
C  -0.332  -1.750  0.216
C  0.423  -0.777  -0.370
H  0.034  2.040  -0.514
H  0.846  1.524  -1.967
H  -0.848  2.040  -2.055
H  -2.569  -0.166  -1.527
H  -2.403  -1.941  0.336
H  0.017  -2.553  0.847
H  1.452  -0.816  -0.684
H  3.127  0.652  3.437
H  1.643  0.965  2.957
O  2.533  1.319  3.059

Calculated values
* net charge: -1
* HOMO-LUMO gap (alpha / beta): 2.620 / 8.679 eV
* multiplicity: 2
* largest force on an atom: 1.287 eV/A
* HOMO energy (alpha / beta): 1.23 / -4.74 eV
* DFT total energy: -325.83853 hartree


Molecular formula: C3H6N2O
Method: DFT, ωB97M-V with the def2-TZVPD basis set

Atoms and positions in Å:
H  -0.407  -1.612  -1.032
N  -1.175  -0.984  -0.789
C  -0.771  -0.020  -0.050
C  -1.823  0.991  0.328
O  -1.564  2.060  0.829
N  0.487  0.263  0.383
C  1.642  -0.450  -0.107
H  -2.849  0.668  0.074
H  0.587  0.973  1.092
H  1.658  -1.503  0.211
H  2.546  0.035  0.266
H  1.670  -0.420  -1.205

Calculated values
* HOMO-LUMO gap: 9.842 eV
* structure (SMILES): [H]/N=C(/C=O)NC
* largest force on an atom: 0.582 eV/A
* HOMO energy: -9.46 eV
* DFT total energy: -302.64628 hartree


Molecular formula: C13H26Br2Cl2O2PS2
Method: DFT, ωB97M-V with the def2-TZVPD basis set

Atoms and positions in Å:
C  4.118  1.282  0.584
C  3.011  0.618  0.224
C  3.025  -0.403  -0.878
P  2.723  -2.152  -0.454
C  4.184  -2.995  0.157
Cl  4.831  -4.165  -0.947
C  4.793  -2.780  1.332
C  6.012  -3.454  1.838
Cl  4.173  -1.591  2.403
C  1.163  -2.516  0.485
Br  1.486  -3.706  1.985
C  0.292  -1.250  0.798
C  -1.203  -1.618  0.667
Br  0.559  -0.620  2.632
H  4.969  1.390  -0.076
H  4.142  1.772  1.547
H  2.096  0.889  0.728
H  4.027  -0.392  -1.308
H  2.338  -0.127  -1.681
H  2.515  -2.760  -1.694
H  6.245  -4.365  1.305
H  6.837  -2.746  1.845
H  5.846  -3.720  2.880
H  0.553  -3.137  -0.160
H  0.489  -0.446  0.102
H  -1.359  -2.545  0.121
H  -1.680  -1.657  1.637
H  -1.707  -0.836  0.102
C  -5.259  0.234  1.492
S  -4.705  -0.505  -0.047
O  -3.623  0.370  -0.592
C  -6.195  -0.160  -0.981
H  -4.448  0.159  2.214
H  -5.508  1.282  1.327
H  -6.127  -0.311  1.862
H  -6.384  0.913  -0.985
H  -7.032  -0.694  -0.533
H  -6.043  -0.509  -2.000
C  -0.983  5.155  -2.320
S  -2.059  3.752  -2.651
O  -3.239  4.271  -3.383
C  -2.565  3.490  -0.949
H  -0.588  5.507  -3.270
H  -1.555  5.951  -1.843
H  -0.161  4.839  -1.677
H  -3.029  4.396  -0.559
H  -1.694  3.220  -0.349
H  -3.280  2.670  -0.932

Calculated values
* net charge: +1
* HOMO-LUMO gap: 6.986 eV
* largest force on an atom: 1.604 eV/A
* HOMO energy: -10.38 eV
* DFT total energy: -7867.18695 hartree


Question: Look up the DFT total energy of the ninth one.
Answer: -325.83853 hartree